Entry 1:
{
  "formula": "C8H17CuNO7S",
  "method": "wB97M-V/def2-TZVPD",
  "homo_energy_ha": [-0.5462, -0.5462],
  "spin_multiplicity": 2,
  "s2": 0.76,
  "lumo_ha": [-0.318, -0.386],
  "charge": 2,
  "homo_lumo_gap_ev": [6.22, 4.37],
  "e_tot_ha": -2934.19143,
  "elements": ["Cu", "S", "O", "O", "O", "O", "O", "O", "O", "N", "C", "C", "C", "C", "C", "C", "C", "C", "H", "H", "H", "H", "H", "H", "H", "H", "H", "H", "H", "H", "H", "H", "H", "H", "H"],
  "xyz": [[-4.218429, 3.586817, -4.150042], [1.577258, 1.880889, 3.725773], [-1.897898, -0.393880, -3.690375], [-0.897304, -1.416815, 1.330408], [1.413744, -1.193127, 1.747245], [1.403970, 2.647536, 5.018998], [0.251559, 1.537764, 3.091780], [0.025664, -0.882985, -1.288557], [2.494238, 2.771536, 2.610672], [0.513096, -1.844036, -0.495642], [-3.912420, 1.063461, -4.193544], [1.409969, -1.935515, 3.007251], [-2.670271, 0.714932, -3.189651], [0.351079, -1.120266, -2.695806], [1.532506, -0.949308, 4.289507], [-0.479273, -0.151556, -3.706790], [2.536437, 0.291600, 4.022651], [0.293233, -1.479709, 0.954578], [0.183855, -2.217441, -2.987209], [-0.158930, 0.933453, -3.569259], [1.478694, -0.889618, -2.835450], [1.963454, -1.548710, 5.167572], [3.165869, 0.498893, 4.970476], [-0.107331, -0.460531, -4.759237], [-3.163244, 0.370354, -2.204872], [0.507659, -2.632069, 3.143417], [3.290792, 0.080073, 3.191254], [3.435522, 2.631941, 2.890940], [1.538934, -1.927598, -0.650472], [-4.608600, 0.174962, -4.362600], [-4.536035, 1.973076, -3.806551], [2.336312, -2.627632, 3.049493], [0.524240, -0.540693, 4.633174], [-2.102039, 1.693359, -3.049467], [-3.476311, 1.360839, -5.209668]],
  "forces_ev_per_angstrom": [[0.05, 0.18, -0.22], [-3.89, 1.59, 1.78], [0.83, 1.88, 0.42], [5.07, -0.48, -1.90], [-2.29, -1.76, -2.93], [1.54, -2.40, -3.96], [4.04, 0.65, 0.69], [-0.44, -1.55, 0.16], [-0.30, -1.94, 1.82], [1.85, 2.95, 1.26], [1.67, -0.37, -0.91], [0.67, -1.01, 3.14], [-2.22, 0.23, 0.61], [0.78, 0.22, -2.64], [0.10, 0.43, -0.28], [1.11, -0.84, -0.47], [0.82, -0.46, 0.80], [-4.24, 1.10, 3.75], [-0.02, 1.56, 0.83], [-0.70, -1.34, 0.08], [-1.73, -0.28, 0.29], [-0.62, 0.72, -1.44], [-1.19, -0.19, -1.48], [-0.39, 0.36, 1.76], [0.97, 0.78, -1.32], [1.11, 1.37, -0.53], [-1.26, 0.45, 0.87], [-0.82, 0.47, -0.27], [-0.37, -0.89, -0.49], [0.69, 1.52, 0.38], [0.07, -1.59, 0.35], [-1.36, 1.31, -0.58], [1.31, -0.62, -0.69], [-0.27, -1.51, -0.03], [-0.57, -0.54, 1.15]],
  "lowdin_spin": [0.00, 0.00, 0.00, 0.07, 0.01, 0.00, 0.00, 0.42, 0.00, 0.43, 0.00, 0.00, 0.00, 0.02, 0.00, 0.00, 0.00, 0.00, 0.01, 0.00, 0.01, 0.00, 0.00, 0.00, 0.00, 0.00, 0.00, 0.00, 0.02, 0.00, 0.00, 0.00, 0.00, 0.00, 0.00]
}

***

Entry 2:
{
  "formula": "C4H13NO2",
  "method": "wB97M-V/def2-TZVPD",
  "homo_energy_ha": [-0.5110, -0.4956],
  "spin_multiplicity": 2,
  "s2": 0.76,
  "lumo_ha": [-0.206, -0.334],
  "charge": 1,
  "homo_lumo_gap_ev": [8.31, 4.39],
  "e_tot_ha": -364.98774,
  "relative_energy_ev": 4.3334,
  "elements": ["O", "O", "N", "C", "C", "C", "C", "H", "H", "H", "H", "H", "H", "H", "H", "H", "H", "H", "H", "H"],
  "xyz": [[-5.535011, 0.572572, 1.556182], [2.820483, 3.680054, 2.537262], [0.338484, -2.720436, -2.410187], [0.056654, -2.017219, -1.271626], [1.013014, -0.792193, -0.777833], [0.326456, 0.149713, 0.102966], [0.569737, 1.464798, 0.152542], [-0.048395, -2.737895, -0.436433], [1.074317, -3.417829, -2.140112], [-0.217806, 1.984087, 0.736547], [3.005166, 3.178507, 1.703100], [1.152043, -0.188236, -1.713418], [-0.107650, -0.573834, 0.850919], [3.655646, 3.458327, 3.014590], [-5.388591, 1.503513, 1.565886], [1.466042, 2.050008, 0.041345], [2.011709, -1.134254, -0.451267], [-0.913257, -1.555169, -1.367032], [-4.780636, 0.361966, 1.005608], [-0.498410, -3.266477, -2.699030]],
  "forces_ev_per_angstrom": [[0.39, -0.56, -0.24], [1.39, -1.39, -0.84], [1.58, -2.27, -1.43], [-1.14, 0.94, 3.66], [-0.43, 0.65, -3.96], [2.11, -5.23, 0.41], [-2.20, 2.23, 2.81], [0.14, 0.68, 0.44], [-0.78, 0.70, -1.06], [0.48, 0.33, -0.59], [-0.37, 0.86, 0.88], [0.66, -0.75, 0.41], [-0.86, 2.07, 0.08], [-0.95, 0.52, -0.06], [-0.54, 1.47, 0.51], [0.35, -0.29, -0.96], [-0.41, 0.00, 0.37], [-0.47, 0.25, -0.11], [0.12, -0.90, -0.27], [0.91, 0.70, -0.03]],
  "lowdin_spin": [0.00, 0.00, 0.07, 0.03, 0.07, 0.28, 0.44, 0.01, 0.00, 0.03, 0.00, 0.00, 0.01, 0.00, 0.00, 0.02, 0.03, 0.00, 0.00, 0.00]
}

***

Entry 3:
{
  "formula": "C25H49Cl14FN2O2P",
  "method": "wB97M-V/def2-TZVPD",
  "homo_energy_ha": -0.3961,
  "lumo_ha": -0.156,
  "charge": 1,
  "homo_lumo_gap_ev": 6.54,
  "e_tot_ha": -8125.41179,
  "elements": ["Cl", "Cl", "Cl", "Cl", "Cl", "Cl", "Cl", "Cl", "Cl", "Cl", "Cl", "Cl", "Cl", "Cl", "P", "F", "O", "O", "N", "N", "C", "C", "C", "C", "C", "C", "C", "C", "C", "C", "C", "C", "C", "C", "C", "C", "C", "C", "C", "C", "C", "C", "C", "C", "C", "H", "H", "H", "H", "H", "H", "H", "H", "H", "H", "H", "H", "H", "H", "H", "H", "H", "H", "H", "H", "H", "H", "H", "H", "H", "H", "H", "H", "H", "H", "H", "H", "H", "H", "H", "H", "H", "H", "H", "H", "H", "H", "H", "H", "H", "H", "H", "H", "H"],
  "xyz": [[10.541912, -3.335933, -2.408782], [-0.704552, -4.588220, 0.838943], [-0.799487, -5.707962, -2.391847], [6.674624, -3.623358, 1.783549], [-9.738616, 1.852909, 0.515178], [3.309383, 7.177026, 2.086171], [9.642689, -1.012031, -0.065342], [-9.643681, 2.972651, 3.745967], [6.682842, -4.658192, -1.476802], [4.029522, -0.967600, -2.028243], [-3.648050, 2.862380, 3.641648], [2.578604, -1.848632, 0.941515], [1.205946, 5.856228, -0.265824], [-6.618058, 2.756143, 1.947952], [2.078689, 1.242618, -2.359932], [0.888364, 1.936001, 1.838908], [2.236771, 2.003282, -3.953781], [-0.859083, 0.434338, 2.556165], [-0.433337, -1.989791, -1.972101], [-6.292043, 1.844354, -1.640386], [1.402983, 5.318276, 1.420917], [-4.940148, 4.088621, 3.661883], [-3.869737, 0.959120, -1.524605], [-0.513162, 0.237081, -1.025188], [8.053267, -3.980569, -0.562431], [-2.006964, -5.525597, 0.065221], [0.644378, -1.307706, -2.551441], [2.093275, 2.698658, -1.121346], [-3.667530, -0.110032, -0.276290], [1.694747, 6.476631, 2.361840], [-2.784486, -1.443058, -0.681780], [11.147484, -1.049500, -1.018118], [-10.411112, 1.042682, 1.952047], [0.395561, 0.334866, -2.426183], [3.523784, -2.897613, -0.144703], [0.278208, -0.306752, 0.334869], [-10.946093, 2.035274, 2.972246], [-1.471983, -6.518189, -0.954978], [4.645928, -2.142368, -0.839431], [10.926356, -1.596566, -2.419571], [0.065830, 0.711146, 1.629075], [-6.323672, 3.466834, 3.554677], [-1.496646, -0.985450, -1.584426], [8.021862, -4.386594, 0.902631], [-4.887196, 2.206151, -1.171817], [-6.613942, 1.068702, -1.005554], [11.837366, -1.477230, -3.012991], [5.272813, -1.602307, -0.122407], [1.609761, -1.778869, -3.027083], [-3.502043, -2.114526, -1.358959], [-2.282345, -7.163718, -1.305592], [-4.762934, -0.515861, -0.032057], [-11.649347, 2.740330, 2.518686], [2.543172, 3.644556, -1.688613], [-2.872083, 1.436795, -1.910689], [8.943731, -4.065890, 1.396831], [0.954964, 7.276291, 2.258634], [-0.690248, -7.154317, -0.527186], [-0.363288, 0.849189, -3.142027], [-2.507601, -2.129719, 0.245008], [-1.887298, -0.640667, -2.666719], [10.113769, -1.072682, -2.933402], [8.965610, -4.358005, -1.033067], [-2.528978, -6.059626, 0.864746], [11.510750, -0.019075, -1.074610], [11.884898, -1.640269, -0.466215], [-4.842334, 2.503927, -0.022784], [-7.088476, 4.233835, 3.706694], [-9.629377, 0.406554, 2.379839], [1.046407, 2.923690, -0.644260], [8.034369, -2.892151, -0.679741], [-2.710218, -4.820541, -0.388338], [2.905275, 2.425728, -0.295315], [-1.049414, 1.221265, -0.678685], [1.364853, 2.480872, -4.174368], [-6.472870, 2.683304, 4.304740], [-4.847858, 4.628431, 4.608992], [-4.751309, 4.795189, 2.847949], [-6.886305, 2.674900, -1.373369], [5.281946, -2.843452, -1.387418], [3.941664, -3.697333, 0.473965], [-11.468107, 1.501245, 3.771771], [-0.456053, -3.043376, -1.873660], [0.466837, 4.831860, 1.709634], [-4.564428, 3.156571, -1.810997], [2.199376, 4.567364, 1.446707], [1.675323, 6.127188, 3.398391], [-4.298155, 0.306212, -2.427069], [-11.221474, 0.397153, 1.601433], [2.835298, -3.349542, -0.865213], [7.933255, -5.471044, 1.018833], [-3.269608, 0.388458, 0.705723], [-0.224393, -1.336611, 0.655222], [1.411677, -0.554358, 0.128536]],
  "forces_ev_per_angstrom": [[0.36, 0.15, -0.33], [0.11, 0.19, -0.10], [0.10, 0.22, -0.08], [-0.14, 0.04, 0.05], [-0.02, -0.01, -0.05], [-0.04, -0.01, -0.05], [0.04, 0.08, 0.11], [-0.09, 0.03, 0.03], [0.07, -0.47, -0.13], [0.22, -0.46, 0.43], [0.06, -0.05, -0.10], [1.18, -1.04, 0.57], [-0.02, 0.17, -0.05], [0.07, -0.04, 0.04], [1.15, 1.31, -1.70], [-2.12, -3.58, -1.09], [-3.03, -0.05, 1.93], [6.64, 2.27, -6.54], [4.11, 2.15, -2.04], [0.49, 0.59, 2.01], [0.01, -0.11, 0.40], [-0.26, 0.22, 0.04], [-0.08, -0.33, -0.16], [-0.33, -0.52, 0.45], [0.22, -0.01, 0.46], [-0.29, -0.28, -0.14], [-3.01, -0.17, 0.91], [0.00, 0.72, 0.36], [-0.78, -0.15, -0.01], [-0.20, -0.11, 0.07], [-0.35, -0.43, -0.57], [0.36, 0.02, -0.26], [-0.11, -0.14, 0.26], [-1.26, -0.73, 2.02], [0.61, -0.37, -0.28], [-0.37, 0.45, -0.17], [-0.26, -0.22, -0.14], [-0.19, -0.21, 0.46], [0.32, -0.40, 0.09], [0.11, 0.41, 0.00], [-4.67, -1.35, 5.07], [0.13, 0.16, 0.31], [-1.15, 1.44, -0.30], [0.30, -0.17, -0.29], [0.59, 0.17, -0.48], [0.20, 1.03, -0.83], [-0.10, -0.03, 0.18], [-0.24, -0.07, -0.13], [-2.12, 0.68, 1.18], [1.73, 1.41, 1.24], [0.09, 0.19, 0.04], [2.41, 0.88, -0.38], [0.25, -0.12, 0.04], [-1.26, -2.07, 1.12], [-1.70, -1.03, 0.91], [-0.16, 0.05, -0.16], [0.19, -0.18, -0.09], [-0.12, 0.25, -0.11], [1.31, -1.47, 0.60], [-0.36, 1.74, -1.81], [0.48, -0.58, 2.64], [0.13, -0.17, 0.20], [-0.48, 0.03, 0.33], [0.15, 0.03, -0.16], [-0.11, -0.17, -0.06], [-0.24, 0.05, -0.13], [0.14, -0.75, -2.36], [0.18, -0.06, -0.08], [-0.12, 0.25, -0.07], [2.20, -0.16, -0.82], [-0.06, -0.42, 0.02], [0.19, -0.13, 0.04], [-1.97, 0.39, -1.67], [0.79, -1.95, -1.38], [1.98, -0.77, 0.29], [0.10, 0.13, -0.23], [-0.08, -0.15, -0.12], [-0.07, -0.23, 0.11], [0.62, -1.27, -0.42], [-0.34, 0.18, 0.28], [0.02, 0.19, -0.12], [0.14, 0.02, -0.15], [-0.10, 1.39, -0.13], [0.12, 0.13, 0.00], [-0.56, -2.08, 1.42], [-0.12, 0.25, -0.02], [0.01, -0.04, -0.21], [0.71, 1.65, 1.82], [0.06, 0.18, 0.08], [0.07, 0.16, 0.13], [-0.09, 0.25, -0.06], [-0.59, -0.85, -1.95], [1.06, 2.46, -0.33], [-2.80, 1.36, 0.30]],
  "lowdin_charge": [0.62, 0.55, 0.56, 0.57, 0.52, 0.54, 0.59, 0.57, 0.60, 0.55, 0.53, 0.68, 0.55, 0.54, 0.85, -0.04, -0.37, 0.00, 0.10, -0.05, -0.67, -0.66, -0.20, -0.20, -0.70, -0.65, 0.07, -0.31, -0.18, -0.66, -0.14, -0.63, -0.66, -0.32, -0.60, -0.13, -0.65, -0.64, -0.67, -0.63, -0.16, -0.68, -0.25, -0.63, -0.29, 0.06, 0.08, 0.06, 0.14, 0.13, 0.08, 0.13, 0.07, 0.06, 0.09, 0.07, 0.07, 0.08, 0.13, 0.11, 0.17, 0.08, -0.02, 0.08, 0.08, 0.07, 0.07, 0.05, 0.07, 0.03, 0.00, 0.06, 0.07, 0.15, 0.07, 0.07, 0.08, 0.07, 0.07, -0.03, 0.06, 0.08, 0.11, 0.07, 0.13, 0.06, 0.08, 0.13, 0.07, 0.07, 0.07, 0.11, 0.11, -0.03]
}

***

Entry 4:
{
  "formula": "C2H3N",
  "method": "wB97M-V/def2-TZVPD",
  "homo_energy_ha": -0.4387,
  "smiles": "CC#N",
  "lumo_ha": 0.017,
  "homo_lumo_gap_ev": 12.40,
  "e_tot_ha": -132.68106,
  "relative_energy_ev": 1.9222,
  "elements": ["N", "C", "C", "H", "H", "H"],
  "xyz": [[1.719387, -1.849175, 1.912820], [0.069966, -0.095240, 0.086593], [1.125488, -1.136528, 1.256774], [0.286135, -0.783090, -0.709497], [0.657634, 0.792075, -0.003238], [-0.773122, -0.051667, 0.855015]],
  "forces_ev_per_angstrom": [[0.91, -1.07, 1.05], [2.52, -2.79, 5.06], [-2.75, 3.42, -3.34], [-1.34, -0.10, -0.60], [0.07, 0.64, 0.04], [0.60, -0.10, -2.20]],
  "nbo_charge": [-0.41, -0.55, 0.21, 0.25, 0.23, 0.27]
}